This record from the Open Molecules 2025 dataset describes C2H6P2 as an isolated structure at a distorted geometry. The level of theory is ωB97M-V/def2-TZVPD.

Geometry as XYZ:
```
10
C2H6P2 | the Open Molecules 2025 dataset | ωB97M-V/def2-TZVPD
C 0.24 -0.04 -0.10
C -0.28 -1.40 0.30
P 2.59 0.13 0.43
P -0.55 1.52 0.12
H 0.24 -1.96 1.02
H -0.24 -1.98 -0.70
H -1.27 -1.44 0.73
H 3.07 1.33 -0.31
H -1.69 1.36 -0.73
H 0.06 2.22 -1.02
```

Values from the calculation:
ΔE to the lowest compared entry with this formula, charge and spin: 351.3 kJ/mol
HOMO energy (spin up / spin down): -8.787 / -7.689 eV

***

This record from the Open Molecules 2025 dataset describes a 2-piece molecular cluster, C2H6P2S overall at a distorted geometry. The level of theory is ωB97M-V/def2-TZVPD.

Geometry as XYZ:
```
11
C2H6P2S | the Open Molecules 2025 dataset | ωB97M-V/def2-TZVPD
C -0.62 1.30 0.15
C -1.33 0.16 0.01
P 4.41 -0.04 0.05
P -3.12 0.06 -0.05
S 1.09 1.19 -0.01
H -1.04 2.28 0.22
H -0.74 -0.84 0.05
H 5.36 -1.19 -0.14
H 4.77 -0.12 1.34
H -3.11 -1.38 -0.31
H -3.08 0.43 -1.51
```

Values from the calculation:
ΔE to the lowest compared entry with this formula, charge and spin: 333.1 kJ/mol
HOMO energy (spin up / spin down): -8.807 / -8.566 eV

***

This record from the Open Molecules 2025 dataset describes C2H6P2S in the gas phase at a distorted geometry. The level of theory is ωB97M-V/def2-TZVPD.

Geometry as XYZ:
```
11
C2H6P2S | the Open Molecules 2025 dataset | ωB97M-V/def2-TZVPD
C -0.28 -0.53 0.04
C 0.94 0.22 0.10
P -1.31 -0.44 1.61
P 1.67 1.28 -1.28
S 1.21 -1.54 0.17
H -0.81 -0.70 -0.97
H 1.08 0.63 1.08
H -1.51 -1.79 1.66
H -2.50 0.01 1.04
H 0.47 2.23 -1.02
H 1.03 0.61 -2.43
```

Values from the calculation:
structure (SMILES): P[C@@H]1S[C@H]1P
ΔE to the lowest compared entry with this formula, charge and spin: 113.4 kJ/mol
HOMO energy: -8.909 eV

***

This record from the Open Molecules 2025 dataset describes C2H6S in the gas phase. The level of theory is ωB97M-V/def2-TZVPD.

Geometry as XYZ:
```
9
C2H6S | the Open Molecules 2025 dataset | ωB97M-V/def2-TZVPD
C 0.21 -0.51 -0.93
C 0.16 -0.07 0.52
S -1.37 0.88 0.89
H 0.24 0.35 -1.61
H -0.68 -1.08 -1.20
H 1.09 -1.12 -1.12
H 0.15 -0.94 1.17
H 1.02 0.55 0.79
H -0.80 1.93 1.49
```

Values from the calculation:
structure (SMILES): CCS
ΔE to the lowest compared entry with this formula, charge and spin: 0.0 kJ/mol
HOMO energy: -9.042 eV

***

This record from the Open Molecules 2025 dataset describes C2H6S2 in the gas phase at a distorted geometry. The level of theory is ωB97M-V/def2-TZVPD.

Geometry as XYZ:
```
10
C2H6S2 | the Open Molecules 2025 dataset | ωB97M-V/def2-TZVPD
C -0.82 -2.54 0.60
C 0.32 -1.55 0.29
S -0.28 -0.10 -0.67
S 0.59 1.98 0.09
H -0.42 -3.25 1.32
H -1.16 -3.06 -0.30
H -1.71 -2.00 0.97
H 1.12 -2.10 -0.20
H 0.50 -0.96 1.19
H -0.68 2.06 0.40
```

Values from the calculation:
structure (SMILES): CCSS
ΔE to the lowest compared entry with this formula, charge and spin: 112.5 kJ/mol
HOMO energy: -8.973 eV

***

This record from the Open Molecules 2025 dataset describes C2H7B3BaINO3 as an isolated structure at a distorted geometry. The level of theory is ωB97M-V/def2-TZVPD.

Geometry as XYZ:
```
18
C2H7B3BaINO3 | the Open Molecules 2025 dataset | ωB97M-V/def2-TZVPD
C 2.58 -0.36 0.37
C 1.91 0.98 0.16
N 0.61 0.90 -0.58
B -0.52 0.42 0.14
O -1.53 1.22 0.63
B -2.60 0.45 1.02
O -3.07 -0.41 -0.03
B -2.02 -1.27 -0.29
I -2.22 -2.94 -1.64
O -0.82 -0.99 0.23
H 2.07 -0.94 1.14
H 2.56 -0.96 -0.54
H 3.60 -0.23 0.69
H 2.56 1.68 -0.35
H 1.69 1.43 1.13
H 0.76 0.39 -1.44
H -3.05 0.40 2.11
Ba -2.49 0.23 -2.73
```

Values from the calculation:
charge: +2
HOMO energy: -16.447 eV

***

This record from the Open Molecules 2025 dataset describes C2H7BS in the gas phase at a distorted geometry. The level of theory is ωB97M-V/def2-TZVPD.

Geometry as XYZ:
```
11
C2H7BS | the Open Molecules 2025 dataset | ωB97M-V/def2-TZVPD
B 0.31 -0.05 -0.29
C -0.41 -1.59 0.31
C -0.43 1.30 -0.11
S 2.04 -0.06 -0.70
H -0.66 -2.34 -0.43
H -1.32 -1.37 0.98
H 0.40 -1.96 0.94
H -0.55 1.56 0.99
H -1.50 1.13 -0.38
H -0.02 2.05 -0.66
H 2.14 1.32 -0.65
```

Values from the calculation:
structure (SMILES): CB(C)S
ΔE to the lowest compared entry with this formula, charge and spin: 15.1 kJ/mol
HOMO energy: -10.183 eV

***

This record from the Open Molecules 2025 dataset describes a 2-piece molecular cluster, C2H7Br2N2 overall at a distorted geometry. The level of theory is ωB97M-V/def2-TZVPD.

Geometry as XYZ:
```
13
C2H7Br2N2 | the Open Molecules 2025 dataset | ωB97M-V/def2-TZVPD
C -1.01 -0.43 1.31
C -0.33 -1.03 0.35
N 1.22 1.14 -0.37
N -0.51 -0.62 -1.10
Br -2.16 0.93 0.85
Br 2.44 0.58 1.01
H -1.04 -0.71 2.38
H 0.52 -1.69 0.46
H 0.61 1.69 0.14
H 1.65 1.90 -0.94
H -1.57 -0.56 -1.33
H -0.01 -1.42 -1.57
H 0.17 0.24 -1.18
```

Values from the calculation:
charge: +1
ΔE to the lowest compared entry with this formula, charge and spin: 119.2 kJ/mol
HOMO energy: -14.016 eV

***

This record from the Open Molecules 2025 dataset describes a 2-piece molecular cluster, C2H7BrN overall at a distorted geometry. The level of theory is ωB97M-V/def2-TZVPD.

Geometry as XYZ:
```
11
C2H7BrN | the Open Molecules 2025 dataset | ωB97M-V/def2-TZVPD
C -1.56 -0.35 0.83
C 0.46 0.58 0.26
N -0.75 0.65 0.13
Br 2.39 -0.76 -2.04
H -1.47 0.12 1.82
H -2.51 -0.37 0.29
H -1.07 -1.28 1.01
H 1.17 1.37 0.07
H 0.99 -0.15 0.91
H -1.29 1.41 -0.20
H 3.64 -1.23 -3.09
```

Values from the calculation:
charge: +1
ΔE to the lowest compared entry with this formula, charge and spin: 155.6 kJ/mol
HOMO energy: -14.336 eV

***

This record from the Open Molecules 2025 dataset describes C2H7Cl2N2O2PS as an isolated structure at a distorted geometry. The level of theory is ωB97M-V/def2-TZVPD.

Geometry as XYZ:
```
17
C2H7Cl2N2O2PS | the Open Molecules 2025 dataset | ωB97M-V/def2-TZVPD
C 0.33 -1.04 -2.44
C 1.28 0.97 2.58
N -0.46 -0.60 1.12
N -0.64 -0.04 -2.14
O -1.00 1.96 1.44
O 0.77 1.35 -0.07
P -1.49 -0.79 -0.11
S 0.05 1.05 1.19
Cl -1.80 -2.67 -0.33
Cl -3.21 0.11 -0.01
H -0.07 -2.15 -2.25
H 0.71 -0.77 -3.46
H 1.17 -0.95 -1.86
H 1.71 1.93 2.59
H 0.68 0.59 3.35
H 2.05 0.25 2.30
H -0.09 0.79 -1.88
```

Values from the calculation:
ΔE to the lowest compared entry with this formula, charge and spin: 248.3 kJ/mol
HOMO energy (spin up / spin down): -9.164 / -9.166 eV

***

This record from the Open Molecules 2025 dataset describes C2H7ClN2 as an isolated structure at a distorted geometry. The level of theory is ωB97M-V/def2-TZVPD.

Geometry as XYZ:
```
12
C2H7ClN2 | the Open Molecules 2025 dataset | ωB97M-V/def2-TZVPD
C -1.41 -0.17 0.71
C -1.03 0.66 -0.53
N 2.93 -0.85 0.14
N 0.16 1.44 -0.51
Cl 1.50 0.77 0.27
H -2.20 -0.86 0.54
H -0.52 -0.50 1.16
H -2.13 0.44 1.52
H -1.17 0.03 -1.47
H -1.84 1.33 -0.91
H 3.39 -0.65 -0.77
H 2.31 -1.63 -0.16
```

Values from the calculation:
ΔE to the lowest compared entry with this formula, charge and spin: 378.2 kJ/mol
HOMO energy (spin up / spin down): -9.285 / -9.072 eV

***

This record from the Open Molecules 2025 dataset describes a 2-piece molecular cluster, C2H7ClN3 overall at a distorted geometry. The level of theory is ωB97M-V/def2-TZVPD.

Geometry as XYZ:
```
13
C2H7ClN3 | the Open Molecules 2025 dataset | ωB97M-V/def2-TZVPD
C 0.17 -0.15 0.73
C 1.12 -0.31 -0.41
N 0.20 1.16 0.58
N 0.82 1.09 -0.69
N -1.68 -0.82 -0.11
Cl 2.86 -0.48 0.14
H -0.06 -0.59 1.59
H 1.13 -1.08 -1.19
H -0.24 1.89 1.01
H 1.53 1.66 -0.98
H -2.30 -0.63 0.69
H -1.83 -1.68 -0.57
H -1.71 -0.07 -0.79
```

Values from the calculation:
charge: +1
ΔE to the lowest compared entry with this formula, charge and spin: 361.7 kJ/mol
HOMO energy: -14.143 eV

***

This record from the Open Molecules 2025 dataset describes C2H7ClN3 as an isolated structure at a distorted geometry. The level of theory is ωB97M-V/def2-TZVPD.

Geometry as XYZ:
```
13
C2H7ClN3 | the Open Molecules 2025 dataset | ωB97M-V/def2-TZVPD
C -0.20 0.18 -0.45
C 0.88 0.59 0.48
N -1.31 -0.51 -0.42
N -1.99 -1.27 0.54
N 1.56 1.63 0.05
Cl 1.53 -1.26 0.08
H -0.01 0.50 -1.38
H 0.70 0.55 1.62
H -1.77 -0.76 -1.37
H -2.20 -2.08 -0.05
H 2.34 1.97 0.61
H 1.78 1.89 -0.96
H -1.31 -1.44 1.26
```

Values from the calculation:
charge: +1
ΔE to the lowest compared entry with this formula, charge and spin: 289.0 kJ/mol
HOMO energy: -14.401 eV

***

This record from the Open Molecules 2025 dataset describes C2H7ClN4 in the gas phase at a distorted geometry. The level of theory is ωB97M-V/def2-TZVPD.

Geometry as XYZ:
```
14
C2H7ClN4 | the Open Molecules 2025 dataset | ωB97M-V/def2-TZVPD
C -0.68 0.09 0.06
C 0.75 0.24 0.49
H -0.18 2.78 -0.52
H -1.03 2.43 0.84
H -2.27 0.92 -0.84
H 1.07 -0.01 1.47
H 0.99 1.33 0.44
H -1.25 -2.75 0.95
H 0.28 -2.11 0.90
N -1.13 2.41 -0.21
N -1.27 1.08 -0.68
N -1.34 -0.99 0.33
N -0.73 -1.91 1.13
Cl 1.96 -0.51 -0.62
```

Values from the calculation:
structure (SMILES): N/N=C(\CCl)NN
ΔE to the lowest compared entry with this formula, charge and spin: 31.2 kJ/mol
HOMO energy: -8.322 eV

***

This record from the Open Molecules 2025 dataset describes a 2-piece molecular cluster, C2H7ClNP overall at a distorted geometry. The level of theory is ωB97M-V/def2-TZVPD.

Geometry as XYZ:
```
12
C2H7ClNP | the Open Molecules 2025 dataset | ωB97M-V/def2-TZVPD
C 1.47 0.10 0.83
C -0.66 0.65 -0.11
N 0.29 -0.36 0.15
P 0.22 -1.97 -0.26
Cl -2.93 -0.56 -2.17
H 2.11 -0.60 1.17
H 1.89 0.73 0.18
H 1.23 0.58 1.87
H -1.53 0.41 -0.60
H -1.18 1.14 0.78
H -0.08 1.56 -0.66
H -0.83 -1.66 -1.19
```

Values from the calculation:
ΔE to the lowest compared entry with this formula, charge and spin: 276.5 kJ/mol
HOMO energy (spin up / spin down): -7.636 / -7.637 eV

***

This record from the Open Molecules 2025 dataset describes C2H7ClO2Si in the gas phase at a distorted geometry. The level of theory is ωB97M-V/def2-TZVPD.

Geometry as XYZ:
```
13
C2H7ClO2Si | the Open Molecules 2025 dataset | ωB97M-V/def2-TZVPD
C -1.75 0.22 -0.14
C 1.59 0.99 -0.04
O 0.26 -1.02 1.56
O 0.45 -1.31 -1.20
Si 0.10 -0.42 0.11
Cl 3.19 0.47 0.25
H -1.74 0.58 -1.16
H -2.60 -0.46 0.14
H -1.76 1.07 0.51
H 1.44 1.88 0.66
H 1.63 1.33 -1.09
H -0.52 -1.55 1.94
H -0.30 -1.78 -1.54
```

Values from the calculation:
ΔE to the lowest compared entry with this formula, charge and spin: 177.6 kJ/mol
multiplicity: 3
HOMO energy (spin up / spin down): -3.449 / -10.605 eV

***

This record from the Open Molecules 2025 dataset describes C2H7FN2 in the gas phase at a distorted geometry. The level of theory is ωB97M-V/def2-TZVPD.

Geometry as XYZ:
```
12
C2H7FN2 | the Open Molecules 2025 dataset | ωB97M-V/def2-TZVPD
C -0.77 1.17 -0.56
C 0.29 -0.29 -0.27
N -0.54 -1.23 0.37
N 1.24 0.01 0.69
F 0.70 -0.61 -1.57
H -1.77 0.98 -0.59
H -0.74 1.76 0.31
H -0.27 1.73 -1.30
H -0.08 -1.86 0.95
H -1.50 -1.34 0.34
H 1.35 -0.63 1.44
H 2.09 0.29 0.21
```

Values from the calculation:
structure (SMILES): CC(N)(N)F
ΔE to the lowest compared entry with this formula, charge and spin: 186.5 kJ/mol
HOMO energy: -9.401 eV

***

This record from the Open Molecules 2025 dataset describes C2H7FeO3 as an isolated structure at a distorted geometry. The level of theory is ωB97M-V/def2-TZVPD.

Geometry as XYZ:
```
13
C2H7FeO3 | the Open Molecules 2025 dataset | ωB97M-V/def2-TZVPD
O -0.26 0.04 -1.11
C -0.17 -1.00 -0.15
C 0.22 -0.50 1.22
O 0.11 -1.59 2.11
H 0.71 0.58 -1.65
H 0.58 -1.72 -0.52
H -1.15 -1.49 -0.10
H -0.47 0.32 1.52
H 1.24 -0.09 1.19
H 0.18 -1.27 3.02
Fe -1.44 1.46 -1.37
O 0.01 2.23 -2.22
H 0.45 3.04 -1.95
```

Values from the calculation:
charge: +1
ΔE to the lowest compared entry with this formula, charge and spin: 130.6 kJ/mol
multiplicity: 5
HOMO energy (spin up / spin down): -14.313 / -14.309 eV

***

This record from the Open Molecules 2025 dataset describes C2H7FeO3 as an isolated structure at a distorted geometry. The level of theory is ωB97M-V/def2-TZVPD.

Geometry as XYZ:
```
13
C2H7FeO3 | the Open Molecules 2025 dataset | ωB97M-V/def2-TZVPD
O -4.85 -1.67 -1.68
Fe -4.76 -0.01 -2.51
H -4.02 -2.16 -1.39
C -5.94 -3.15 -1.41
H -6.79 -2.46 -1.35
H -5.94 -3.61 -2.40
H -6.47 -3.81 -0.70
O -4.36 -4.46 -0.85
C -2.64 -3.92 -2.30
O -3.30 -3.54 -1.12
H -3.34 -4.20 -3.11
H -2.12 -3.02 -2.65
H -2.00 -4.79 -2.10
```

Values from the calculation:
charge: +1
ΔE to the lowest compared entry with this formula, charge and spin: 376.4 kJ/mol
multiplicity: 7
HOMO energy (spin up / spin down): -12.226 / -15.141 eV

***

This record from the Open Molecules 2025 dataset describes C2H7GaO2 as an isolated structure at a distorted geometry. The level of theory is ωB97M-V/def2-TZVPD.

Geometry as XYZ:
```
12
C2H7GaO2 | the Open Molecules 2025 dataset | ωB97M-V/def2-TZVPD
C 5.07 -4.85 -0.05
H 5.46 -4.20 -0.86
H 5.86 -4.95 0.72
H 5.17 -5.79 -0.63
O 3.46 -5.02 0.45
Ga 2.50 -6.28 1.15
H 3.50 -3.88 0.89
O 4.32 -3.06 1.06
C 4.64 -3.05 2.43
H 4.47 -2.04 2.82
H 4.00 -3.74 3.01
H 5.68 -3.36 2.61
```

Values from the calculation:
HOMO energy: -8.570 eV

***

Number 1: DFT total energy -762.307800 a.u.. Number 2: DFT total energy -1160.527349 a.u.. Number 3: DFT total energy -1160.611029 a.u.. Number 4: DFT total energy -477.976129 a.u.. Number 5: DFT total energy -876.127637 a.u.. Number 6: DFT total energy -758.330225 a.u.. Number 7: DFT total energy -503.440330 a.u.. Number 8: DFT total energy -5337.615305 a.u.. Number 9: DFT total energy -2708.828301 a.u.. Number 10: DFT total energy -2000.256802 a.u.. Number 11: DFT total energy -649.894412 a.u.. Number 12: DFT total energy -704.496717 a.u.. Number 13: DFT total energy -704.524405 a.u.. Number 14: DFT total energy -759.543099 a.u.. Number 15: DFT total energy -936.572828 a.u.. Number 16: DFT total energy -980.424808 a.u.. Number 17: DFT total energy -289.729356 a.u.. Number 18: DFT total energy -1569.464202 a.u.. Number 19: DFT total energy -1569.173381 a.u.. Number 20: DFT total energy -2155.525436 a.u..